Density functional theory data (wB97M-V/def2-TZVPD) for a structure of composition C32H22N6PPtS2.

Last column: natural (NBO) charge in e.
Cartesian coordinates (Å):
Pt (-0.58003, 1.95491, -0.90815)  0.332
C (-2.85105, 0.29017, 4.85001)  -0.226
C (-2.71297, 1.51709, 4.21154)  -0.234
C (-1.92116, 1.62622, 3.08056)  -0.136
C (-1.23901, 0.51641, 2.57306)  -0.359
C (-1.38523, -0.71075, 3.21937)  -0.207
C (-2.18701, -0.82017, 4.34870)  -0.218
P (-0.24678, 0.79685, 1.06397)  0.944
C (0.39084, -0.86612, 0.65102)  -0.258
C (1.73572, -1.21532, 0.73398)  -0.244
C (2.16663, -2.47224, 0.32031)  -0.202
C (1.26140, -3.39639, -0.17532)  -0.231
C (-0.08279, -3.05135, -0.27345)  -0.210
C (-0.51043, -1.79506, 0.12016)  -0.237
C (1.23252, 1.62697, 1.71611)  -0.350
C (1.73234, 1.46548, 2.98109)  -0.217
C (2.96216, 2.06130, 3.33265)  -0.233
C (3.66959, 2.77247, 2.40389)  -0.173
C (3.17681, 2.95600, 1.08763)  -0.098
C (3.90006, 3.67996, 0.11060)  -0.228
C (3.37076, 3.82784, -1.14105)  -0.204
C (2.10253, 3.29750, -1.46355)  -0.299
C (1.33312, 2.60091, -0.55273)  -0.257
C (1.91794, 2.40156, 0.74144)  -0.007
H (-3.47325, 0.20175, 5.73244)  0.204
H (-3.22950, 2.39055, 4.59157)  0.207
H (-1.82947, 2.58175, 2.57431)  0.217
H (-0.86456, -1.58257, 2.84897)  0.223
H (-2.28494, -1.78091, 4.84095)  0.205
H (2.45691, -0.50533, 1.11697)  0.226
H (3.22004, -2.71829, 0.37000)  0.224
H (1.60278, -4.36675, -0.51211)  0.220
H (-0.79552, -3.76010, -0.68083)  0.205
H (-1.55455, -1.52233, 0.00985)  0.217
H (1.19699, 0.86627, 3.70937)  0.214
H (3.35087, 1.93416, 4.33643)  0.203
H (4.62729, 3.21289, 2.66274)  0.199
H (4.86773, 4.09798, 0.36752)  0.196
H (3.92212, 4.37328, -1.89962)  0.199
H (1.71724, 3.46401, -2.46355)  0.211
S (-1.94662, -0.27269, -4.33751)  -0.201
C (-0.37825, -0.86471, -3.86377)  -0.220
C (0.09765, -2.15946, -3.96246)  -0.186
C (1.38521, -2.45664, -3.50966)  -0.173
C (1.84879, -3.80564, -3.57875)  0.302
N (2.19615, -4.90044, -3.65690)  -0.352
C (2.19240, -1.44402, -2.95875)  -0.156
C (1.72388, -0.13361, -2.88489)  -0.215
C (0.44727, 0.15180, -3.34712)  -0.097
S (-0.33430, 1.71411, -3.34815)  0.010
C (3.49667, -1.75698, -2.46055)  0.306
N (4.54587, -2.00879, -2.06120)  -0.344
H (-0.52020, -2.94291, -4.38084)  0.222
H (2.33474, 0.64428, -2.44298)  0.249
N (-3.98271, -1.26561, -1.92684)  -0.811
C (-4.97888, -0.66789, -1.26495)  0.644
N (-6.09453, -1.40231, -0.99825)  -0.795
N (-4.95653, 0.56493, -0.80595)  -0.646
C (-3.79718, 1.20481, -0.90173)  0.504
N (-2.79927, 1.78218, -0.97907)  -0.497
H (-4.14709, -2.17316, -2.32678)  0.391
H (-3.31234, -0.69770, -2.45503)  0.448
H (-6.33370, -2.16940, -1.59983)  0.386
H (-6.85320, -0.89070, -0.58488)  0.408

The relative energy (zero: lowest compared OMol25 entry of this formula, charge and spin) is 9.51 kcal per mole. As for the multiplicity: 3. For the frontier orbital gap (alpha / beta), the calculation gives 4.2081 / 6.1438 eV. Its total charge is -1. The value obtained for the highest occupied orbital energy (alpha / beta) is -2.11 / -4.71 eV.